Entry 1:
Entry from the OMol25 dataset: a structure of composition C10H25BeNO10S2Si in a non-equilibrium geometry (ωB97M-V/def2-TZVPD).

Summary:
**LUMO**: -11.80 eV
**Net charge**: +2
**Highest occupied orbital energy**: -13.3 eV
**E**: -2302.943116 a.u.
**M**: 420.539 g mol⁻¹
**Orbital gap**: 1.51 eV

```
50
Properties=species:S:1:pos:R:3:forces:R:3:mulliken_charge:R:1
O -1.375 3.082 8.816 -0.5 0.3 0.4 -0.1705
N -2.446 2.750 8.477 1.2 -0.5 -1.4 0.2216
O -3.025 3.606 7.517 0.7 -0.5 1.0 -0.1022
Si -3.704 2.659 6.312 -2.1 1.1 -0.1 0.3093
C -3.814 3.556 4.721 0.0 0.2 -0.2 -0.6237
C -3.274 2.498 3.757 0.2 -0.3 0.3 -0.7557
C -1.773 2.360 4.099 0.2 -0.2 -0.8 -0.5905
C -1.310 0.937 4.033 -0.4 1.1 -0.5 0.6237
O -0.916 0.371 5.060 0.0 -0.7 2.0 -0.6218
O -1.428 0.383 2.868 0.4 -0.5 0.8 -0.2706
H -4.932 1.975 6.726 0.3 -0.3 0.2 0.0010
H -2.606 1.518 6.006 0.0 -0.4 1.7 0.4771
H -4.863 3.812 4.539 0.0 -0.1 0.1 0.4520
H -3.229 4.477 4.689 0.0 0.0 0.1 0.3739
H -3.792 1.552 3.970 0.0 -0.1 -0.2 0.4343
H -3.474 2.690 2.704 0.2 0.2 0.0 0.4742
H -1.150 3.013 3.483 0.0 -0.1 -0.1 0.4320
H -1.570 2.615 5.139 0.2 0.7 -0.3 0.1852
H -1.169 -0.559 2.919 0.0 -0.1 -0.4 0.4014
Be -1.619 1.063 7.129 -0.5 0.1 -2.6 0.7336
O 0.490 -0.514 -0.416 -0.2 -0.1 0.3 -0.6701
S -0.068 0.753 -0.787 0.3 0.3 -0.6 1.3372
O -1.482 0.893 -0.960 -0.1 -0.1 0.4 -0.6377
O 0.681 1.309 -2.049 0.0 0.0 0.2 -0.2914
C 0.763 0.460 -3.236 -0.1 -0.5 -0.6 -0.2971
C -0.538 0.418 -4.006 -0.2 0.1 0.2 -1.1030
C 0.490 1.991 0.338 0.1 0.1 0.0 -0.3338
H 1.089 -0.540 -2.956 0.0 0.0 0.2 0.4143
H 1.546 0.902 -3.848 0.1 0.2 0.2 0.2013
H -1.318 -0.089 -3.440 0.0 -0.1 0.0 0.3026
H -0.391 -0.119 -4.942 0.1 0.0 0.0 0.3853
H -0.889 1.427 -4.222 0.0 0.0 -0.1 0.3223
H 1.567 1.904 0.451 0.0 0.0 0.0 0.3812
H -0.013 1.803 1.283 0.0 0.0 0.0 -0.3454
H 0.215 2.966 -0.055 0.0 0.0 0.0 0.3568
O 1.824 -2.491 -4.375 -0.1 0.2 0.0 -0.6061
S 2.926 -2.797 -5.245 0.1 -0.4 -0.1 1.1925
O 2.666 -3.223 -6.583 -0.1 0.2 0.0 -0.6043
O 3.851 -3.861 -4.530 0.1 0.1 0.1 -0.2768
C 3.243 -5.083 -4.040 -0.2 -0.5 0.0 -0.3149
C 2.945 -6.070 -5.151 0.0 0.2 -0.1 -0.9902
C 4.075 -1.470 -5.264 0.0 0.1 0.1 -0.9733
H 2.346 -4.840 -3.469 0.0 0.2 -0.1 0.2989
H 3.972 -5.502 -3.350 0.1 0.2 0.0 0.2761
H 2.163 -5.698 -5.811 0.0 0.0 0.0 0.2972
H 2.611 -7.014 -4.720 0.0 0.0 0.0 0.3867
H 3.834 -6.247 -5.755 0.0 -0.1 0.0 0.2740
H 4.288 -1.174 -4.240 0.0 0.0 0.0 0.3105
H 3.608 -0.654 -5.812 0.0 0.0 0.0 0.3664
H 4.976 -1.798 -5.774 0.0 0.0 0.0 0.3565
```
Positions in Å, forces in eV/Å.

=====

Entry 2:
Entry from the OMol25 dataset: a structure of composition C5H6O2 in a non-equilibrium geometry (ωB97M-V/def2-TZVPD).

Summary:
**LUMO**: 0.90 eV
**Net charge**: 0
**Highest occupied orbital energy**: -8.9 eV
**E**: -344.390601 a.u.
**M**: 98.101 g mol⁻¹
**Orbital gap**: 9.84 eV

```
13
Properties=species:S:1:pos:R:3:forces:R:3:mulliken_charge:R:1
O -0.611 1.735 1.720 0.2 0.3 0.5 -0.6167
C 0.560 0.413 0.314 0.6 -0.6 -0.7 -0.6363
C -0.249 -0.877 0.424 -0.1 -0.5 0.2 -0.0302
O -1.385 -0.351 -0.269 -0.2 0.0 0.0 -0.4162
C -0.416 0.533 -0.850 -0.2 0.2 -0.4 0.1700
C 0.579 -0.359 -1.551 0.0 -0.1 -0.1 -0.4855
C 0.706 -1.353 -0.641 0.0 -0.1 -0.1 -0.5197
H -0.845 1.088 2.398 0.0 0.2 -0.1 0.2993
H 0.346 1.552 1.504 -0.6 0.4 0.5 0.5491
H -0.430 -1.474 1.316 0.0 0.1 -0.2 0.4595
H -0.777 1.456 -1.297 0.1 -0.2 0.1 0.4671
H 1.133 -0.172 -2.464 0.0 0.0 0.3 0.3834
H 1.390 -2.191 -0.603 0.0 0.2 0.0 0.3764
```
Positions in Å, forces in eV/Å.